The following is a DFT calculation (ωB97M-V/def2-TZVPD) of a cluster of 13 separate species, C70H179N13O22 in total at a distorted geometry.

CARTESIAN COORDINATES (ANGSTROEM)
C  -3.04  -11.82  2.42
O  -2.71  -11.01  1.27
C  -3.19  -9.61  1.44
C  -2.40  -8.73  0.42
N  -2.47  -7.28  0.74
C  -1.66  -6.44  -0.20
C  -0.18  -6.63  0.10
O  0.11  -6.01  1.40
C  1.39  -6.28  1.86
H  -2.39  -11.63  3.27
H  -2.89  -12.87  2.14
H  -4.05  -11.63  2.80
H  -2.92  -9.27  2.44
H  -4.27  -9.52  1.28
H  -2.63  -8.73  -0.65
H  -1.35  -8.97  0.51
H  -2.19  -7.17  1.70
H  -1.86  -5.38  -0.05
H  -1.68  -6.63  -1.27
H  0.42  -6.16  -0.68
H  0.15  -7.66  0.01
H  1.60  -5.82  2.82
H  2.13  -5.85  1.18
H  1.68  -7.33  1.95
C  9.14  -1.67  -3.02
O  7.72  -1.56  -3.05
C  7.11  -0.90  -1.94
C  5.62  -0.99  -2.01
N  5.09  -2.33  -1.98
C  3.68  -2.33  -2.28
C  3.06  -3.63  -2.14
O  3.30  -4.41  -3.31
C  2.42  -5.51  -3.37
H  9.37  -2.09  -4.00
H  9.42  -2.40  -2.26
H  9.69  -0.75  -2.85
H  7.52  0.10  -1.80
H  7.41  -1.36  -1.00
H  5.30  -0.48  -2.92
H  5.17  -0.43  -1.19
H  5.57  -2.82  -2.71
H  3.57  -2.15  -3.35
H  3.16  -1.58  -1.69
H  2.00  -3.39  -2.21
H  3.31  -4.16  -1.22
H  2.62  -6.35  -4.03
H  1.40  -5.15  -3.54
H  2.32  -5.93  -2.37
C  -3.11  -3.77  -3.35
O  -2.02  -3.64  -4.28
C  -1.79  -2.32  -4.73
C  -0.74  -2.36  -5.84
N  0.48  -2.76  -5.23
C  1.61  -3.02  -6.11
C  1.33  -4.03  -7.26
O  0.90  -5.27  -6.72
C  0.60  -6.26  -7.74
H  -3.09  -4.72  -2.81
H  -4.08  -3.76  -3.83
H  -3.00  -2.97  -2.62
H  -1.58  -1.65  -3.89
H  -2.69  -1.88  -5.17
H  -0.60  -1.34  -6.18
H  -1.11  -3.06  -6.59
H  0.26  -3.57  -4.67
H  2.38  -3.47  -5.48
H  2.01  -2.06  -6.45
H  2.28  -4.12  -7.79
H  0.67  -3.62  -8.02
H  0.01  -5.89  -8.59
H  0.01  -7.01  -7.21
H  1.46  -6.72  -8.23
C  -4.31  -3.79  0.89
O  -4.42  -2.37  0.85
C  -4.09  -1.69  2.07
C  -4.75  -0.25  2.08
N  -6.23  -0.25  2.13
C  -6.87  1.00  1.97
C  -6.84  1.65  0.53
O  -5.60  2.36  0.36
C  -5.51  3.13  -0.84
H  -4.44  -4.20  -0.11
H  -5.07  -4.34  1.44
H  -3.36  -4.06  1.36
H  -3.00  -1.64  2.08
H  -4.39  -2.28  2.94
H  -4.48  0.29  1.17
H  -4.40  0.35  2.92
H  -6.66  -0.98  1.59
H  -6.38  1.75  2.58
H  -7.91  0.77  2.21
H  -7.72  2.29  0.43
H  -6.91  0.93  -0.27
H  -5.76  2.49  -1.69
H  -4.50  3.49  -1.01
H  -6.05  4.07  -0.84
C  -3.56  3.53  2.89
O  -2.39  2.94  3.47
C  -2.56  2.65  4.83
C  -1.25  2.19  5.53
N  -0.58  1.05  4.81
C  -1.23  -0.23  4.89
C  -0.46  -1.38  4.30
O  -1.22  -2.58  4.20
C  -0.52  -3.78  3.86
H  -3.44  3.62  1.81
H  -3.87  4.49  3.31
H  -4.50  2.99  3.01
H  -3.37  1.93  4.93
H  -2.91  3.51  5.41
H  -1.49  1.83  6.54
H  -0.58  3.04  5.65
H  -0.36  1.32  3.86
H  -2.12  -0.31  4.26
H  -1.61  -0.47  5.89
H  0.41  -1.56  4.93
H  -0.09  -1.15  3.30
H  0.01  -3.69  2.91
H  -1.29  -4.53  3.68
H  0.17  -4.07  4.65
C  2.71  2.55  6.09
O  3.56  3.24  5.13
C  3.17  3.11  3.79
C  3.61  1.92  3.00
N  5.09  1.91  2.80
C  5.55  0.71  2.13
C  7.03  0.87  1.68
O  7.07  2.00  0.83
C  8.39  2.44  0.45
H  2.47  1.51  5.91
H  1.75  3.06  6.09
H  3.12  2.70  7.09
H  3.48  4.04  3.31
H  2.08  3.13  3.81
H  3.10  1.93  2.04
H  3.28  0.97  3.41
H  5.41  2.71  2.28
H  4.97  0.59  1.22
H  5.44  -0.24  2.67
H  7.39  0.01  1.13
H  7.67  0.82  2.56
H  8.44  3.24  -0.28
H  9.00  1.62  0.08
H  8.99  2.88  1.25
C  -9.11  -4.58  3.84
O  -8.88  -4.57  2.44
C  -8.03  -3.47  2.02
C  -7.80  -3.68  0.47
N  -7.02  -2.54  0.03
C  -6.88  -2.76  -1.39
C  -5.94  -1.64  -2.05
O  -5.89  -1.82  -3.51
C  -5.10  -0.85  -4.14
H  -9.52  -3.65  4.23
H  -8.23  -4.91  4.40
H  -9.87  -5.31  4.11
H  -7.14  -3.64  2.63
H  -8.47  -2.55  2.40
H  -8.74  -3.70  -0.07
H  -7.22  -4.59  0.33
H  -6.06  -2.59  0.34
H  -7.86  -2.65  -1.85
H  -6.43  -3.74  -1.56
H  -4.99  -1.68  -1.53
H  -6.29  -0.63  -1.81
H  -4.18  -0.71  -3.58
H  -5.68  0.06  -4.28
H  -4.82  -1.30  -5.10
C  -3.11  7.35  1.48
O  -1.75  7.62  1.48
C  -0.93  6.85  0.60
C  -0.69  5.40  0.97
N  -0.05  4.58  -0.03
C  1.22  5.16  -0.44
C  2.41  5.01  0.58
O  3.61  5.08  -0.09
C  4.81  5.00  0.75
H  -3.60  8.01  2.20
H  -3.33  6.34  1.81
H  -3.55  7.54  0.50
H  0.05  7.33  0.59
H  -1.29  6.91  -0.43
H  -1.61  4.87  1.20
H  -0.10  5.33  1.88
H  -0.64  4.58  -0.85
H  1.12  6.20  -0.74
H  1.49  4.62  -1.35
H  2.28  4.01  0.99
H  2.48  5.80  1.33
H  5.69  5.20  0.14
H  4.81  3.96  1.09
H  4.81  5.74  1.55
C  -3.49  1.79  -5.25
O  -2.54  2.76  -4.75
C  -2.03  2.45  -3.44
C  -0.81  3.38  -3.14
N  -1.12  4.79  -2.72
C  -2.03  5.42  -3.66
C  -2.36  6.90  -3.25
O  -1.12  7.56  -3.25
C  -1.21  8.92  -2.76
H  -3.88  1.99  -6.25
H  -4.39  1.94  -4.66
H  -3.15  0.77  -5.08
H  -1.72  1.41  -3.44
H  -2.77  2.52  -2.64
H  -0.12  3.42  -3.99
H  -0.14  2.93  -2.42
H  -0.28  5.35  -2.83
H  -2.95  4.85  -3.59
H  -1.73  5.35  -4.70
H  -2.78  6.82  -2.24
H  -3.13  7.37  -3.88
H  -1.76  8.95  -1.82
H  -1.72  9.50  -3.53
H  -0.20  9.31  -2.61
C  4.30  -3.32  2.37
C  5.84  -3.19  2.10
C  6.52  -4.59  1.83
O  7.91  -4.52  1.64
C  8.56  -5.80  1.45
N  6.09  -2.33  0.96
H  3.78  -3.95  1.65
H  3.76  -2.38  2.39
H  4.17  -3.65  3.40
H  6.29  -2.73  2.97
H  6.11  -4.97  0.90
H  6.35  -5.29  2.65
H  9.58  -5.75  1.06
H  8.03  -6.34  0.66
H  8.48  -6.30  2.41
H  7.08  -2.39  0.79
H  5.67  -2.63  0.10
C  2.51  1.23  -5.56
C  2.44  0.48  -4.16
C  2.93  1.34  -3.02
O  4.23  1.84  -3.05
C  4.59  2.51  -1.87
N  1.10  -0.07  -3.95
H  2.21  0.50  -6.32
H  3.57  1.45  -5.68
H  1.87  2.11  -5.52
H  3.13  -0.35  -4.27
H  2.76  0.83  -2.07
H  2.26  2.20  -3.06
H  4.67  2.02  -0.90
H  3.95  3.39  -1.82
H  5.61  2.86  -1.98
H  0.90  -0.90  -4.48
H  0.82  -0.27  -3.00
C  -1.70  1.28  0.09
C  -0.46  0.99  0.96
C  0.85  0.72  0.08
O  0.93  -0.50  -0.64
C  0.90  -1.64  0.26
N  -0.18  2.13  1.81
H  -1.42  2.08  -0.59
H  -2.60  1.67  0.57
H  -2.04  0.41  -0.48
H  -0.72  0.19  1.64
H  1.73  0.84  0.70
H  1.04  1.49  -0.66
H  1.54  -1.63  1.14
H  1.26  -2.48  -0.33
H  -0.10  -1.89  0.62
H  0.17  2.92  1.29
H  -1.00  2.45  2.29
C  -0.13  10.14  3.03
C  0.60  9.47  4.21
C  0.63  7.91  4.10
O  0.83  7.44  5.42
C  0.97  6.06  5.48
N  1.92  10.07  4.26
H  -1.11  9.68  2.93
H  0.24  9.80  2.06
H  -0.24  11.22  3.10
H  0.01  9.79  5.07
H  1.41  7.66  3.38
H  -0.34  7.57  3.73
H  0.04  5.65  5.08
H  0.93  5.71  6.52
H  1.93  5.71  5.11
H  2.56  9.72  4.95
H  1.96  11.07  4.42

- Lowest unoccupied orbital energy: 0.545 eV
- Spin multiplicity: 1

These are the Löwdin partial charges, in e, on atoms 1 to 6: C -0.116; O -0.208; C -0.150; C -0.193; N -0.067; C -0.177